207
Properties=species:S:1:pos:R:3:lowdin_charge:R:1 method="wB97M-V/def2-TZVPD" homo_lumo_gap_ev=6.378 molar_mass_g_mol=1530.9 total_charge=+4 fmax_ev_per_a=6.30
O -0.74 0.76 -0.67 -0.279
V 0.05 0.23 0.59 0.801
O -0.39 -1.29 0.73 -0.288
C 4.74 2.95 -4.59 0.018
C 3.95 2.92 -5.86 -0.466
C 2.50 3.44 -5.68 -0.128
C 2.30 4.91 -5.30 -0.107
C 2.85 5.58 -6.62 -0.086
C 4.35 5.33 -7.00 -0.444
N 4.69 3.90 -6.71 0.046
O 5.67 3.44 -7.36 0.201
C 5.26 6.09 -6.11 -0.002
C 4.74 5.70 -8.43 0.013
C 3.96 1.57 -6.55 0.004
H 4.51 1.98 -4.14 0.105
H 4.43 3.74 -3.91 0.098
H 5.80 2.93 -4.73 0.101
H 2.08 2.72 -4.99 0.129
H 1.94 3.31 -6.57 0.114
H 2.95 5.18 -4.50 0.086
H 1.23 5.14 -5.19 0.131
H 2.77 6.63 -6.47 0.124
H 2.21 5.25 -7.41 0.119
H 5.48 7.04 -6.51 0.106
H 6.23 5.67 -6.05 0.096
H 4.92 6.11 -5.08 0.099
H 4.46 6.74 -8.39 0.104
H 4.15 5.22 -9.23 0.113
H 5.80 5.66 -8.67 0.107
H 3.39 1.52 -7.46 0.101
H 3.46 0.90 -5.86 0.097
H 5.01 1.22 -6.74 0.122
C 5.15 3.93 4.17 0.002
C 5.74 4.60 2.94 -0.418
C 5.39 3.94 1.60 -0.119
C 3.98 4.24 1.10 -0.147
C 4.02 5.75 0.93 -0.112
C 4.12 6.54 2.30 -0.429
N 5.27 6.05 3.11 -0.051
O 5.81 6.74 3.84 0.281
C 2.99 6.41 3.32 0.018
C 4.34 8.01 1.92 -0.005
C 7.28 4.56 3.12 0.003
H 5.28 4.42 5.12 0.109
H 5.68 2.98 4.17 0.112
H 4.12 3.63 4.02 0.088
H 5.64 2.91 1.90 0.130
H 6.08 4.29 0.85 0.125
H 3.17 3.82 1.65 0.096
H 3.97 3.83 0.05 0.134
H 3.15 6.27 0.43 0.150
H 4.92 6.03 0.39 0.118
H 1.98 6.58 2.96 0.108
H 3.20 7.03 4.19 0.110
H 2.92 5.40 3.73 0.075
H 4.52 8.54 2.87 0.101
H 3.41 8.44 1.53 0.107
H 5.12 8.12 1.16 0.107
H 7.65 4.85 4.11 0.113
H 7.80 5.04 2.33 0.085
H 7.58 3.55 2.89 0.100
C 2.45 -7.23 5.49 0.000
C 1.83 -6.86 4.12 -0.415
C 0.34 -7.43 4.10 -0.075
C -0.44 -6.83 2.95 -0.144
C -0.49 -5.33 3.20 -0.111
C 0.84 -4.58 3.17 -0.426
N 1.82 -5.37 3.97 0.022
O 2.75 -4.75 4.50 0.208
C 0.76 -3.12 3.58 0.001
C 1.54 -4.62 1.78 0.015
C 2.76 -7.32 2.99 -0.001
H 2.62 -8.30 5.39 0.106
H 1.66 -7.10 6.19 0.080
H 3.42 -6.84 5.84 0.109
H -0.09 -7.20 5.09 0.133
H 0.51 -8.50 4.02 0.136
H -1.44 -7.19 2.93 0.122
H -0.03 -7.05 1.96 0.118
H -0.92 -4.99 4.18 0.152
H -1.06 -4.74 2.49 0.120
H 0.01 -2.71 2.90 0.065
H 1.72 -2.64 3.49 0.084
H 0.41 -2.95 4.58 0.097
H 2.57 -4.31 1.75 0.104
H 1.01 -3.91 1.14 0.094
H 1.49 -5.61 1.37 0.051
H 2.18 -7.39 2.04 0.078
H 3.03 -8.37 3.14 0.112
H 3.67 -6.78 2.74 0.108
C -3.50 -1.45 7.22 -0.053
C -4.77 -0.70 6.91 -0.138
N -6.00 -1.52 6.50 -0.252
C -6.45 -2.39 7.68 0.039
C -7.11 -0.56 6.17 -0.191
C -7.79 0.05 7.32 -0.059
C -5.74 -2.45 5.36 -0.098
C -5.37 -1.90 4.01 -0.197
O -6.46 -1.24 3.41 -0.183
C -6.15 -0.61 2.16 -0.059
H -3.01 -1.85 6.37 0.055
H -3.63 -2.34 7.82 0.079
H -2.73 -0.79 7.66 0.114
H -4.59 0.00 6.12 0.122
H -5.08 -0.14 7.77 0.121
H -5.76 -3.20 7.73 0.095
H -7.49 -2.67 7.51 0.124
H -6.34 -1.85 8.60 0.111
H -7.79 -1.16 5.58 0.130
H -6.83 0.18 5.41 0.146
H -8.19 -0.76 7.95 0.084
H -8.73 0.49 7.04 0.101
H -7.24 0.69 8.01 0.092
H -6.74 -2.93 5.30 0.160
H -4.95 -3.12 5.69 0.132
H -4.98 -2.75 3.39 0.156
H -4.47 -1.25 4.08 0.110
H -7.12 -0.27 1.76 0.112
H -5.79 -1.30 1.43 0.053
H -5.36 0.17 2.30 0.070
C -4.16 2.24 0.13 -0.040
C -4.62 3.13 -0.98 -0.174
N -4.01 2.80 -2.30 -0.276
C -4.80 3.70 -3.27 0.059
C -2.61 3.12 -2.30 -0.175
C -2.24 4.43 -1.55 -0.030
C -4.30 1.39 -2.67 -0.065
C -4.09 0.97 -4.13 -0.196
O -2.83 1.22 -4.72 -0.214
C -2.76 0.78 -6.09 -0.053
H -3.11 2.28 0.32 0.049
H -4.36 1.18 0.10 0.072
H -4.71 2.58 0.99 0.097
H -4.56 4.18 -0.75 0.133
H -5.66 2.98 -1.16 0.122
H -5.84 3.41 -3.20 0.116
H -4.50 3.55 -4.29 0.099
H -4.69 4.73 -2.91 0.116
H -2.21 3.15 -3.30 0.131
H -2.12 2.33 -1.78 0.089
H -1.20 4.54 -1.91 0.096
H -2.34 4.44 -0.44 0.086
H -2.78 5.23 -2.02 0.066
H -5.37 1.33 -2.42 0.164
H -3.59 0.74 -2.17 0.097
H -4.80 1.41 -4.86 0.132
H -4.22 -0.11 -4.14 0.117
H -2.88 -0.28 -6.08 0.073
H -1.76 1.04 -6.49 0.104
H -3.56 1.17 -6.67 0.081
C -0.93 -1.68 -3.21 -0.051
C -1.23 -3.01 -3.94 -0.144
N -0.07 -3.98 -3.75 -0.218
C -0.49 -5.23 -4.42 0.017
C 1.28 -3.51 -4.31 -0.134
C 1.36 -3.36 -5.86 -0.027
C 0.16 -4.08 -2.19 -0.084
C 0.58 -5.36 -1.62 -0.235
O 1.87 -5.62 -2.18 -0.195
C 2.46 -6.85 -1.69 -0.044
H -0.78 -1.76 -2.12 0.068
H -1.83 -1.11 -3.44 0.072
H -0.05 -1.29 -3.73 0.065
H -1.34 -2.89 -5.01 0.121
H -2.15 -3.45 -3.57 0.119
H -1.21 -5.72 -3.78 0.108
H 0.38 -5.87 -4.55 0.118
H -0.95 -5.03 -5.38 0.118
H 1.95 -4.26 -3.95 0.110
H 1.48 -2.55 -3.77 0.105
H 0.52 -2.71 -6.19 0.085
H 1.39 -4.29 -6.41 0.082
H 2.26 -2.83 -6.03 0.068
H -0.76 -3.83 -1.72 0.091
H 0.88 -3.36 -1.82 0.131
H -0.08 -6.21 -1.90 0.136
H 0.43 -5.23 -0.51 0.108
H 3.38 -7.04 -2.23 0.089
H 1.70 -7.64 -1.79 0.099
H 2.73 -6.81 -0.62 0.078
N -0.72 1.01 2.39 -0.369
S -1.90 0.38 3.35 0.676
O -3.18 0.46 2.73 -0.235
O -1.56 0.52 4.71 -0.207
F -1.45 -1.30 3.02 -0.258
S -0.36 2.56 2.35 0.469
O 0.36 3.02 3.45 -0.197
O -1.43 3.39 1.94 -0.227
F 0.64 2.53 1.11 -0.174
N 2.18 0.09 0.08 -0.358
S 3.28 -0.21 1.18 0.474
O 4.31 0.67 1.07 -0.206
O 3.69 -1.46 1.64 -0.193
F 2.39 0.38 2.45 -0.203
S 2.71 -0.07 -1.46 0.638
O 1.72 -0.50 -2.35 -0.234
O 4.09 -0.37 -1.46 -0.220
F 2.74 1.70 -1.74 -0.282
N -3.24 -3.28 -0.66 -0.298
S -3.30 -4.78 -0.35 0.470
O -4.42 -5.34 0.33 -0.256
O -1.96 -5.25 -0.09 -0.300
F -3.61 -5.51 -1.70 -0.171
S -4.10 -2.06 -1.13 0.579
O -3.16 -0.94 -1.00 -0.337
O -5.51 -1.99 -0.86 -0.257
F -4.26 -2.15 -2.74 -0.205